Formula: C5H12O
Source: OMol25
Level of theory: the ωB97M-V functional and the def2-TZVPD basis

## Properties
E_HOMO	-0.3554	Eh
energy relative to the best compared isomer or geometry (same formula, charge and spin)	56.99	kJ/mol
LUMO level	1.18	eV
Kohn-Sham gap	10.85	eV
charge	0
2S+1	1

Structure (XYZ):
```
18
C5H12O | OMol25 | the ωB97M-V functional and the def2-TZVPD basis
C -1.117 -1.814 -1.950
C -1.278 -0.741 -0.875
C -0.003 -0.509 -0.077
O -0.314 0.305 1.034
C 0.814 0.800 1.730
C 1.282 2.142 1.177
H -2.032 -1.915 -2.543
H -0.904 -2.793 -1.504
H -0.300 -1.578 -2.642
H -2.069 -1.029 -0.172
H -1.590 0.209 -1.325
H 0.414 -1.476 0.264
H 0.761 -0.036 -0.721
H 1.633 0.063 1.710
H 0.507 0.917 2.776
H 2.119 2.533 1.768
H 0.464 2.870 1.214
H 1.613 2.050 0.136
```

Löwdin atomic charge list, values in e, 6 entries:
1 C -0.117
2 C -0.239
3 C -0.261
4 O -0.161
5 C -0.285
6 C -0.081


Formula: C23H25BN8O2RuS
Source: OMol25
Level of theory: the ωB97M-V functional and the def2-TZVPD basis

## Properties
E_HOMO (alpha / beta)	-0.4214 / -0.4212	Eh
energy relative to the best compared isomer or geometry (same formula, charge and spin)	15.90	kJ/mol
LUMO level (alpha / beta)	-2.11 / -5.04	eV
Kohn-Sham gap (alpha / beta)	9.35 / 6.43	eV
charge	+1
2S+1	6

Structure (XYZ):
```
61
C23H25BN8O2RuS | OMol25 | the ωB97M-V functional and the def2-TZVPD basis
Ru -0.175 -0.793 -0.536
B -2.253 -3.911 -0.726
N -0.744 -3.885 -1.161
C -0.141 -4.926 -1.737
C 1.195 -4.621 -1.952
C 1.332 -3.336 -1.457
N 0.153 -2.903 -0.983
N -2.731 -2.567 -0.024
C -3.974 -2.456 0.431
C -4.158 -1.203 1.003
C -2.940 -0.579 0.855
N -2.068 -1.410 0.230
H -2.932 -4.062 -1.712
H -2.397 -4.800 0.073
H -0.700 -5.825 -1.940
H 1.951 -5.247 -2.391
H 2.208 -2.708 -1.402
H -4.653 -3.287 0.325
H -5.049 -0.813 1.460
H -2.626 0.404 1.151
C 2.793 6.412 3.279
C 2.220 5.251 2.519
C 0.861 4.958 2.583
C 0.323 3.900 1.866
C 1.166 3.137 1.072
C 2.531 3.403 0.989
C 3.044 4.458 1.717
S 0.512 1.806 0.171
O -0.866 1.550 0.588
O 0.695 2.009 -1.247
N 1.357 0.448 0.466
C 1.177 -0.228 1.710
C 1.118 0.331 2.978
C 0.881 -0.530 4.034
C 0.695 -1.891 3.801
C 0.752 -2.349 2.501
N 1.007 -1.528 1.477
H 2.130 6.727 4.083
H 2.939 7.265 2.614
H 3.763 6.162 3.708
H 0.214 5.564 3.204
H -0.732 3.669 1.921
H 3.175 2.794 0.368
H 4.103 4.675 1.665
H 1.253 1.393 3.130
H 0.829 -0.140 5.042
H 0.504 -2.579 4.611
H 0.599 -3.391 2.250
N 1.520 0.073 -3.335
C 0.224 -0.187 -3.659
C -0.219 -0.018 -4.983
C -1.509 -0.334 -5.305
C -2.370 -0.838 -4.322
C -1.877 -0.990 -3.060
N -0.600 -0.667 -2.716
H 2.027 0.645 -3.991
H 1.735 0.312 -2.378
H 0.468 0.365 -5.725
H -1.859 -0.196 -6.320
H -3.389 -1.115 -4.542
H -2.487 -1.402 -2.269
```

Löwdin atomic charge list, values in e, 6 entries:
1 Ru 1.622
2 B -0.384
3 N -0.070
4 C -0.067
5 C -0.037
6 C -0.150


Formula: C7H4CuF5OSSe3Te
Source: OMol25
Level of theory: the ωB97M-V functional and the def2-TZVPD basis

## Properties
E_HOMO (alpha / beta)	-0.1574 / -0.1527	Eh
energy relative to the best compared isomer or geometry (same formula, charge and spin)	10.52	kJ/mol
LUMO level (alpha / beta)	2.21 / 0.72	eV
Kohn-Sham gap (alpha / beta)	6.49 / 4.88	eV
charge	-1
2S+1	2

Structure (XYZ):
```
23
C7H4CuF5OSSe3Te | OMol25 | the ωB97M-V functional and the def2-TZVPD basis
Cu 0.755 -1.541 0.089
Se 0.157 -3.961 -0.335
Se 1.691 -4.624 -1.892
Te 3.700 -3.089 -1.795
Se 3.035 -1.066 -0.645
C 0.559 -2.265 3.207
O 1.551 -2.247 2.175
H 0.929 -2.748 4.116
H -0.349 -2.773 2.874
H 0.312 -1.229 3.424
H 1.731 -3.154 1.907
F -1.411 4.689 -2.609
C -1.293 3.575 -1.876
C -1.866 3.490 -0.631
F -2.548 4.541 -0.149
C -1.736 2.335 0.114
F -2.325 2.330 1.315
C -1.035 1.207 -0.320
S -0.945 -0.214 0.707
C -0.480 1.343 -1.595
F 0.200 0.348 -2.156
C -0.595 2.493 -2.353
F -0.037 2.561 -3.572
```

Löwdin atomic charge list, values in e, 6 entries:
1 Cu -0.492
2 Se 0.010
3 Se -0.239
4 Te 0.305
5 Se 0.013
6 C -0.158


Formula: C25H31AsMoN2
Source: OMol25
Level of theory: the ωB97M-V functional and the def2-TZVPD basis

## Properties
E_HOMO (alpha / beta)	-0.2436 / -0.2365	Eh
energy relative to the best compared isomer or geometry (same formula, charge and spin)	34.48	kJ/mol
LUMO level (alpha / beta)	-0.08 / 0.04	eV
Kohn-Sham gap (alpha / beta)	6.55 / 6.48	eV
charge	0
2S+1	1

Structure (XYZ):
```
60
C25H31AsMoN2 | OMol25 | the ωB97M-V functional and the def2-TZVPD basis
Mo 0.041 -0.180 0.046
C -1.127 1.418 -2.547
N -1.436 0.678 -1.318
C -2.667 0.397 -1.030
C -2.925 -0.452 0.082
C -4.096 -0.968 0.623
C -3.701 -1.798 1.683
C -2.313 -1.745 1.731
N -1.826 -0.926 0.775
C -2.098 2.517 -2.895
C -2.874 2.447 -4.044
C -3.774 3.459 -4.356
C -3.907 4.551 -3.515
C -3.137 4.630 -2.361
C -2.239 3.621 -2.056
H -1.067 0.696 -3.367
H -0.121 1.827 -2.430
H -3.493 0.779 -1.629
H -5.101 -0.759 0.291
H -4.339 -2.369 2.338
H -1.649 -2.252 2.414
H -2.774 1.592 -4.702
H -4.372 3.390 -5.256
H -4.608 5.340 -3.754
H -3.235 5.482 -1.701
H -1.642 3.684 -1.153
C 4.031 -1.019 1.057
C 3.216 -0.556 2.257
As 1.316 -1.018 2.063
C 1.403 -2.975 2.106
C 2.117 -3.605 3.293
C 0.610 -0.616 3.864
C 1.627 -0.461 4.989
H 5.071 -0.698 1.144
H 3.624 -0.620 0.129
H 4.030 -2.107 0.966
H 3.257 0.532 2.354
H 3.607 -0.978 3.183
H 1.866 -3.265 1.161
H 0.364 -3.308 2.045
H 3.143 -3.247 3.385
H 2.162 -4.691 3.188
H 1.602 -3.391 4.231
H -0.101 -1.415 4.090
H 0.017 0.294 3.763
H 2.240 -1.353 5.114
H 1.122 -0.273 5.939
H 2.301 0.376 4.806
C 1.036 -1.256 -0.904
C 1.699 -2.283 -1.676
C 2.761 -1.953 -2.525
C 3.408 -2.934 -3.260
C 3.005 -4.259 -3.161
C 1.949 -4.597 -2.324
C 1.300 -3.620 -1.587
H 3.072 -0.918 -2.601
H 4.228 -2.664 -3.913
H 3.510 -5.025 -3.735
H 1.628 -5.629 -2.248
H 0.471 -3.875 -0.939
```

Löwdin atomic charge list, values in e, 6 entries:
1 Mo 0.983
2 C -0.177
3 N -0.129
4 C -0.078
5 C -0.340
6 C -0.051


Formula: C33H48Br51N2O2
Source: OMol25
Level of theory: the ωB97M-V functional and the def2-TZVPD basis

## Properties
E_HOMO (alpha / beta)	-0.2880 / -0.2880	Eh
LUMO level (alpha / beta)	-0.43 / -0.43	eV
Kohn-Sham gap (alpha / beta)	7.41 / 7.40	eV
charge	0
2S+1	2

Structure (XYZ):
```
136
C33H48Br51N2O2 | OMol25 | the ωB97M-V functional and the def2-TZVPD basis
C -2.779 2.917 2.011
O -2.047 2.045 1.176
C -0.661 2.110 1.456
C 0.148 1.566 0.297
C 1.622 1.691 0.696
C 2.589 1.736 -0.492
N 3.984 1.894 -0.020
C 4.430 1.323 1.035
C 4.489 -0.178 1.233
C 4.924 2.138 2.202
C 2.462 0.372 -1.281
C 1.988 0.393 -2.742
C 2.658 -0.804 -3.455
C 0.480 0.145 -2.858
N 2.466 1.604 -3.440
O 3.714 1.547 -3.751
C 2.050 2.899 -2.858
C 0.602 3.265 -3.293
C 2.953 3.979 -3.495
C 2.223 3.009 -1.309
H -3.777 3.045 1.601
H -2.829 2.541 3.037
H -2.319 3.914 2.042
H -0.424 1.596 2.398
H -0.377 3.166 1.559
H -0.100 0.520 0.120
H -0.101 2.193 -0.558
H 1.819 0.817 1.328
H 1.780 2.593 1.296
H 3.508 -0.576 1.520
H 4.743 -0.651 0.290
H 5.224 -0.486 1.977
H 4.693 3.189 2.030
H 4.387 1.822 3.100
H 6.005 2.058 2.356
H 1.834 -0.309 -0.706
H 3.454 -0.071 -1.292
H 2.107 -1.709 -3.191
H 2.514 -0.649 -4.527
H 3.714 -0.866 -3.214
H 0.262 -0.792 -2.346
H 0.224 -0.027 -3.908
H -0.147 0.943 -2.468
H -0.115 3.167 -2.476
H 0.508 4.264 -3.711
H 0.296 2.539 -4.047
H 3.939 4.000 -3.037
H 2.486 4.950 -3.312
H 3.015 3.850 -4.575
H 3.011 3.734 -1.112
H 1.324 3.481 -0.919
C -3.660 -1.003 0.179
Br -5.335 -0.052 0.244
Br -3.277 -1.882 1.844
Br -3.612 -2.205 -1.323
H -2.876 -0.273 0.030
C -5.203 -2.622 5.626
Br -4.511 -0.834 5.484
Br -3.967 -3.792 6.527
Br -6.939 -2.658 6.449
H -5.322 -2.999 4.619
C -0.816 4.477 -7.197
Br -1.024 2.629 -6.711
Br 0.601 5.286 -6.173
Br -0.530 4.678 -9.090
H -1.734 4.992 -6.953
C 1.218 -3.483 1.702
Br 1.952 -3.066 3.429
Br 0.042 -2.092 1.079
Br 2.602 -3.885 0.427
H 0.619 -4.375 1.815
C -4.754 2.637 -4.531
Br -4.895 1.838 -6.275
Br -3.872 1.475 -3.277
Br -3.898 4.364 -4.596
H -5.760 2.801 -4.175
C -0.943 1.101 6.273
Br -1.372 0.051 7.828
Br -0.422 -0.006 4.786
Br -2.369 2.300 5.798
H -0.089 1.712 6.529
C -7.390 -4.710 2.489
Br -7.502 -5.666 0.827
Br -6.370 -5.674 3.810
Br -6.685 -2.939 2.210
H -8.394 -4.604 2.875
C 2.458 -0.538 7.517
Br 2.717 -2.346 6.916
Br 2.231 -0.458 9.425
Br 3.864 0.623 6.905
H 1.536 -0.189 7.073
C -7.927 -5.187 -3.065
Br -7.759 -7.011 -2.463
Br -6.597 -4.048 -2.270
Br -7.904 -5.073 -4.985
H -8.893 -4.832 -2.735
C 4.431 -1.832 -7.390
Br 3.837 -1.581 -9.206
Br 4.220 -0.244 -6.335
Br 3.563 -3.344 -6.563
H 5.487 -2.056 -7.430
C 4.317 6.813 -0.909
Br 2.409 6.656 -0.675
Br 5.209 5.108 -0.937
Br 4.746 7.863 -2.465
H 4.688 7.351 -0.049
C 6.274 -4.427 -1.029
Br 6.503 -2.705 -0.202
Br 5.237 -4.289 -2.647
Br 7.959 -5.303 -1.331
H 5.713 -5.041 -0.339
C 8.409 0.411 -3.555
Br 9.414 1.605 -2.424
Br 6.543 0.859 -3.580
Br 9.144 0.333 -5.334
H 8.502 -0.578 -3.132
C -7.185 -4.534 10.037
Br -8.860 -3.588 10.105
Br -6.763 -5.358 11.724
Br -7.153 -5.804 8.595
H -6.414 -3.803 9.834
C 7.709 1.933 8.489
Br 7.036 0.269 9.178
Br 7.356 2.130 6.604
Br 7.046 3.437 9.489
H 8.782 1.916 8.609
C -8.879 4.754 -4.447
Br -8.973 3.927 -6.180
Br -8.073 3.575 -3.153
Br -7.972 6.447 -4.514
H -9.892 4.940 -4.121
C -6.061 -10.950 -1.954
Br -5.396 -9.532 -0.839
Br -7.975 -11.109 -1.814
Br -5.502 -10.732 -3.782
H -5.633 -11.873 -1.594
```

Löwdin atomic charge list, values in e, 6 entries:
1 C -0.110
2 O -0.196
3 C -0.244
4 C -0.167
5 C -0.137
6 C -0.365


Formula: C28H38N7PRu
Source: OMol25
Level of theory: the ωB97M-V functional and the def2-TZVPD basis

## Properties
E_HOMO (alpha / beta)	-0.4931 / -0.4931	Eh
energy relative to the best compared isomer or geometry (same formula, charge and spin)	34.46	kJ/mol
LUMO level (alpha / beta)	-7.37 / -7.37	eV
Kohn-Sham gap (alpha / beta)	6.05 / 6.05	eV
charge	+2
2S+1	1

Structure (XYZ):
```
75
C28H38N7PRu | OMol25 | the ωB97M-V functional and the def2-TZVPD basis
Ru -0.160 -0.110 0.687
C -3.392 -1.014 2.878
C -2.197 -0.915 3.830
C -1.144 0.115 3.429
N -0.062 -0.370 2.539
C 1.187 -0.732 3.109
C 1.252 -1.178 4.385
C 2.368 -1.621 5.149
C 3.671 -1.652 4.799
C 4.249 -1.249 3.562
C 3.654 -0.777 2.439
C 2.265 -0.564 2.143
N 1.871 -0.157 0.956
C 2.797 0.423 -0.010
C 2.064 1.403 -0.922
C 1.132 2.354 -0.175
N -0.125 1.697 0.188
C -1.342 2.386 0.116
C -1.356 3.756 0.151
C -2.411 4.690 0.048
C -3.728 4.454 -0.205
C -4.316 3.190 -0.404
C -3.790 1.934 -0.291
C -2.487 1.488 0.079
N -2.190 0.222 0.336
C -3.186 -0.844 0.309
C -3.115 -1.738 1.550
H -4.208 -1.508 3.404
H -3.746 0.001 2.671
H -2.557 -0.618 4.817
H -1.735 -1.898 3.965
H -1.616 0.952 2.915
H -0.655 0.541 4.309
H 0.307 -1.229 4.914
H 2.132 -1.964 6.149
H 4.362 -2.020 5.547
H 5.326 -1.352 3.503
H 4.323 -0.571 1.615
H 3.583 0.960 0.528
H 3.282 -0.353 -0.610
H 2.806 1.985 -1.470
H 1.483 0.869 -1.681
H 1.626 2.750 0.721
H 0.916 3.197 -0.832
H -0.390 4.220 0.302
H -2.109 5.724 0.153
H -4.385 5.310 -0.288
H -5.364 3.212 -0.682
H -4.495 1.150 -0.521
H -4.200 -0.453 0.244
H -3.030 -1.435 -0.596
H -3.823 -2.558 1.414
H -2.126 -2.206 1.604
C 0.443 -4.652 -2.167
N 1.619 -4.138 -1.464
C 1.825 -4.921 -0.247
N 0.656 -4.949 0.636
C -0.492 -5.450 -0.125
N -0.762 -4.684 -1.339
C -1.252 -3.349 -1.026
P 0.026 -2.417 -0.066
C 1.482 -2.721 -1.159
C 0.395 -3.664 1.255
H 0.660 -5.671 -2.490
H 0.257 -4.048 -3.056
H 2.685 -4.530 0.301
H 2.046 -5.949 -0.538
H -1.378 -5.454 0.512
H -0.276 -6.479 -0.413
H -2.174 -3.433 -0.450
H -1.480 -2.811 -1.950
H 2.386 -2.368 -0.657
H 1.376 -2.147 -2.083
H -0.450 -3.736 1.943
H 1.270 -3.346 1.829
```

Löwdin atomic charge list, values in e, 6 entries:
1 Ru 1.235
2 C -0.174
3 C -0.175
4 C -0.184
5 N -0.124
6 C -0.193


Formula: C7H14N
Source: OMol25
Level of theory: the ωB97M-V functional and the def2-TZVPD basis

## Properties
E_HOMO	-0.4482	Eh
energy relative to the best compared isomer or geometry (same formula, charge and spin)	484.24	kJ/mol
LUMO level	-5.89	eV
Kohn-Sham gap	6.30	eV
charge	+1
2S+1	1

Structure (XYZ):
```
22
C7H14N | OMol25 | the ωB97M-V functional and the def2-TZVPD basis
C 0.185 -1.304 2.299
C 0.520 -2.009 1.220
C -0.663 1.835 -1.907
C -1.301 0.411 -1.895
C -0.656 0.994 -0.629
C 0.657 -2.826 0.078
C 1.232 1.366 0.784
N 0.591 0.568 -0.154
H 0.227 -1.921 3.138
H 0.042 -0.185 2.260
H 0.263 1.910 -2.303
H -1.299 2.690 -1.924
H -2.309 0.240 -1.946
H -0.782 -0.417 -2.426
H -1.428 1.184 0.119
H 1.727 -2.839 -0.273
H -0.234 -2.777 -0.613
H 0.500 -3.853 0.368
H 2.136 0.774 1.234
H 1.664 2.240 0.444
H 0.521 1.695 1.525
H 1.294 0.191 -0.866
```

Löwdin atomic charge list, values in e, 6 entries:
1 C 0.137
2 C 0.083
3 C -0.040
4 C -0.065
5 C -0.343
6 C -0.035


- Look up the charge of the fifth one.
  0